Entry 1:
This record from the Open Molecules 2025 dataset describes 12 unconnected molecules or ions with the total composition C48H60F36O24 in a non-equilibrium geometry. The level of theory is ωB97M-V with the def2-TZVPD basis set.

The geometry in XYZ format:
```
168
Properties=species:S:1:pos:R:3:mulliken_charge:R:1
H 1.41 -8.36 -2.16 0.340
O 6.53 -1.26 -7.65 -0.497
F -2.37 -11.65 -1.30 -0.228
C -2.15 4.53 -8.10 -0.245
O 3.36 -9.09 4.55 -0.539
C -0.94 5.47 -8.22 -1.131
C -7.82 -3.64 9.20 0.833
H 0.84 -12.43 7.28 0.331
H -7.82 -7.09 7.15 0.347
H 0.08 9.30 3.38 0.326
O 4.63 9.49 -0.86 -0.292
F -5.56 0.85 3.12 -0.220
H 8.96 1.58 2.05 0.296
C 0.69 0.00 0.83 -0.277
O -9.23 -5.06 7.92 -0.506
O -3.75 2.47 -7.45 -0.546
O -6.91 -5.59 8.12 -0.269
H -0.04 4.86 -8.35 0.314
F -2.60 -9.43 -0.65 -0.206
C -0.66 -2.00 0.34 0.380
H -0.14 -11.97 5.78 0.292
H -6.30 -7.04 5.11 0.371
F 1.63 -6.98 3.68 -0.236
H -3.62 -0.07 6.95 0.299
H -4.49 -6.55 -5.39 0.334
F 4.47 6.79 -0.95 -0.231
F -3.92 8.86 -2.15 -0.230
O -0.52 -0.78 0.98 -0.148
H -1.67 -1.27 6.77 0.407
C -5.96 -5.41 -6.46 -1.150
F 9.42 -2.59 1.00 -0.241
H -3.06 5.13 -8.04 0.321
C 8.28 -2.73 1.62 0.878
H 0.99 0.10 -0.21 0.276
C -2.67 8.75 -2.63 0.780
C 0.57 12.82 4.59 0.366
F 8.50 -3.48 2.72 -0.258
C 1.49 -10.27 -2.97 -1.099
C 1.71 -10.95 5.85 -0.249
C 8.36 0.84 2.58 -0.189
H -5.36 -5.89 5.87 0.285
C -1.95 -10.62 -0.43 0.843
F -5.00 2.92 3.06 -0.238
H -0.93 6.07 -7.31 0.289
C 7.74 -1.42 2.11 0.444
F -5.38 -9.41 -9.01 -0.214
F -6.56 -3.37 9.48 -0.249
C -2.08 -0.80 5.88 -1.211
C 4.08 -2.64 -7.19 -0.196
F -5.03 -11.04 -7.45 -0.238
H 2.32 -3.84 -7.23 0.377
H 4.62 12.26 1.05 0.347
C 0.75 9.12 4.22 -1.111
O -3.36 9.82 -4.67 -0.484
F 7.45 -1.56 -4.77 -0.250
O 4.74 -1.87 -6.24 -0.220
C -2.48 9.67 -3.87 0.363
C 0.25 13.92 3.59 0.859
O -1.23 10.12 -3.93 -0.302
C 5.82 8.78 -1.08 0.364
H 2.53 -11.08 6.56 0.289
O 0.91 11.60 4.01 -0.219
H -5.23 -5.02 -7.16 0.303
H 7.33 1.20 2.51 0.311
H 0.84 2.34 1.02 0.395
C -0.43 -10.42 -0.55 0.318
H 1.13 -11.25 -2.67 0.310
C 6.63 -0.62 -5.36 0.880
H 0.08 1.45 2.34 0.233
O 6.72 -1.37 2.86 -0.573
F -1.53 2.42 -4.66 -0.237
H 1.59 8.76 3.63 0.294
H 9.56 -0.07 4.20 0.312
H 8.00 0.49 4.65 0.309
C -2.83 2.74 -6.69 0.356
O 0.09 -2.44 -0.60 -0.578
C -4.68 -8.82 -6.78 0.434
H 6.23 11.40 0.70 0.304
F -2.79 0.82 -5.46 -0.216
H -2.67 -1.65 5.56 0.328
H -2.39 12.33 -4.05 0.289
C 1.00 10.47 4.93 -0.224
F 7.42 0.44 -5.71 -0.237
C -4.53 1.81 5.03 0.356
H 4.75 -3.51 -7.20 0.285
H -1.05 6.06 -9.12 0.383
H 1.95 -11.56 4.98 0.332
F -6.71 2.25 4.23 -0.256
C 2.28 -8.80 5.07 0.349
F -3.65 2.50 -4.43 -0.260
H -0.92 12.99 -3.48 0.298
C -0.87 11.18 -4.87 -0.181
H -7.00 -5.39 5.21 0.320
C -8.08 -4.88 8.31 0.405
C 1.17 -9.38 -1.85 -0.177
H -2.19 3.85 -8.96 0.309
C 8.85 0.75 4.03 -1.103
C 0.24 1.45 1.26 -1.078
H 3.64 11.27 -0.90 0.312
H 0.21 11.19 -5.01 0.291
F -2.23 -11.03 0.88 -0.235
H 9.13 1.70 4.49 0.361
H 1.96 10.31 5.42 0.279
H 0.24 10.61 5.71 0.336
F 2.21 -6.52 5.76 -0.256
O 1.40 -9.62 5.62 -0.149
H -6.16 -7.38 7.60 0.302
O -4.63 2.56 6.04 -0.562
O -0.16 -9.49 -1.46 -0.250
H -0.68 1.82 0.82 0.315
F -2.29 7.42 -2.85 -0.234
C -5.45 1.95 3.80 0.861
H -2.38 1.16 6.56 0.274
C 5.62 7.24 -1.35 0.844
F 0.31 -7.45 5.18 -0.244
F 1.29 14.75 3.40 -0.261
F -0.06 13.47 2.38 -0.231
F -1.60 -4.02 1.03 -0.204
H -6.12 -6.93 -5.09 0.263
C -3.03 0.38 6.16 -0.149
O 8.53 -0.36 1.87 -0.316
H -1.30 13.40 -5.07 0.341
C 5.99 -1.29 -6.55 0.282
H 0.33 8.33 4.84 0.332
F -1.94 9.20 -1.58 -0.247
C -1.95 -2.85 0.81 0.796
H 1.02 -9.95 -3.91 0.266
C -6.41 -6.15 5.73 -1.019
H -0.09 -10.92 7.11 0.326
F -8.32 -3.83 10.44 -0.267
H 4.11 -2.02 -8.08 0.310
F -2.80 -2.90 -0.23 -0.252
H -6.17 -4.70 -5.66 0.375
F -3.40 -9.98 -8.42 -0.244
H -6.95 -5.48 -6.91 0.314
C -2.67 2.09 -5.29 0.875
C 0.53 -11.65 6.59 -1.103
H 1.93 -9.66 -1.12 0.300
O 6.96 9.27 -0.98 -0.502
C 4.65 10.91 -0.71 -0.214
O -1.95 3.69 -6.97 -0.213
H 2.51 -10.47 -3.29 0.364
F -2.58 -2.17 1.89 -0.203
H 4.89 10.56 1.30 0.280
H -1.28 -0.58 5.17 0.272
O 0.40 -11.15 0.10 -0.542
H 2.66 -3.44 -5.75 0.335
C -1.37 12.56 -4.37 -1.007
O -3.70 0.79 4.97 -0.161
C -5.44 -6.71 -5.91 -0.202
F 7.45 -3.34 0.85 -0.231
F -0.74 14.59 4.12 -0.227
C 2.64 -2.94 -6.72 -1.148
F 5.81 -0.18 -4.43 -0.219
F -8.32 -2.52 8.77 -0.245
C -4.66 -9.81 -7.98 0.835
H 2.01 -2.05 -6.68 0.298
H -1.40 10.90 -5.78 0.322
C 5.14 11.39 0.65 -1.033
H 5.25 11.22 -1.56 0.307
F 5.57 7.06 -2.64 -0.251
C -6.83 -6.64 7.15 -0.310
O 0.37 13.05 5.80 -0.520
F 6.65 6.52 -0.84 -0.236
O -5.45 -7.76 -6.92 -0.230
C 1.60 -7.40 4.91 0.857
H 1.54 -0.45 1.33 0.343
O -3.92 -8.99 -5.80 -0.579
```

**ΔE to the lowest compared entry with this formula, charge and spin**: 329.4 kJ/mol
**2S+1**: 1
**F_max**: 6.10 eV/A
**DFT total energy**: -197713.96617 eV
**Charge**: 0

Entry 2:
This record from the Open Molecules 2025 dataset describes a molecular structure, C48H61N9OS2Ta in a non-equilibrium geometry. The level of theory is ωB97M-V with the def2-TZVPD basis set.

The geometry in XYZ format:
```
122
Properties=species:S:1:pos:R:3:mulliken_charge:R:1
H -4.02 3.20 3.69 0.301
N -2.96 2.88 1.17 0.256
C -0.11 -3.50 -1.09 -0.716
H -1.15 -0.57 -5.83 0.471
C -0.32 -2.57 -2.08 0.452
H 1.24 4.46 2.91 0.274
C 1.30 -2.15 1.84 -0.125
C 0.67 -1.62 -6.33 -1.124
N -2.07 -1.52 0.43 0.581
C 3.39 4.22 2.92 -1.123
Ta -0.34 -0.13 -0.10 2.159
S -3.37 -3.64 1.06 -0.251
H -4.45 -1.43 -3.15 0.542
H 0.04 0.85 -4.60 0.768
H -3.04 -4.00 -4.16 0.273
H 3.29 6.18 -1.50 0.425
C 2.54 0.93 4.76 -1.295
H 1.00 5.47 -0.86 0.411
N 0.63 -1.91 0.63 -0.583
H 3.48 4.77 -2.54 0.268
H -1.00 2.74 3.37 -0.431
H -2.30 0.67 3.85 0.101
H 1.66 -4.63 5.35 0.453
N -0.11 -1.20 -1.91 -0.060
C -2.33 -4.69 -3.69 -0.981
C 1.47 5.03 -1.74 -1.396
C -3.63 0.80 2.15 -0.251
H -2.52 -5.69 -4.10 0.475
C 1.01 3.61 -1.90 0.683
C 2.99 5.14 -1.64 -1.097
C -0.89 -4.26 -3.96 -1.254
H 1.87 3.77 4.38 0.606
N 0.42 1.44 -1.28 0.382
C -3.09 2.67 3.94 -1.372
C 1.06 2.99 0.50 -1.165
C -0.68 -1.53 -5.62 -1.597
C 0.90 -4.20 1.04 0.615
C -2.24 -2.40 1.41 -0.238
H -4.46 -3.30 -1.12 0.627
O -1.48 1.18 1.13 -0.902
C -2.66 1.59 1.36 -0.542
H -1.64 4.27 3.93 0.632
H 2.02 -7.23 -0.20 0.438
C -0.55 -1.72 -4.14 0.699
C 2.07 -6.16 -0.02 -1.203
H 2.49 -5.13 3.05 0.448
C 0.42 1.59 -2.67 0.487
C -2.08 3.86 1.87 -0.371
C -1.88 3.40 3.32 0.464
H 2.00 0.13 5.27 0.446
C -2.96 -1.80 -0.62 -0.759
H 3.54 4.19 1.84 0.158
H -0.20 -4.98 -3.51 0.465
C -0.60 -2.89 -3.44 0.725
C -3.24 1.17 3.62 -0.326
H 3.14 3.26 -4.54 0.260
C 1.91 1.18 3.42 0.449
H 0.80 -3.22 4.76 0.231
H -0.06 -5.95 0.28 0.458
H -4.00 0.74 4.26 0.596
H 2.37 3.21 -6.12 0.453
H 2.35 1.79 -5.08 0.221
H -2.55 -4.72 -2.62 0.162
C 0.79 2.70 -0.82 0.097
C 1.48 -3.55 2.08 0.549
H -1.76 -3.03 3.30 0.299
H -1.14 3.97 1.34 -0.339
H 0.55 -1.49 -7.41 0.447
C -3.80 -0.68 -2.73 -0.351
N -2.32 0.40 -1.31 0.631
N 1.00 0.70 1.33 -0.894
H 4.45 0.41 5.64 0.449
C 0.80 2.90 -3.05 0.454
H -4.65 1.13 1.94 0.550
H -2.62 3.37 -2.61 0.270
C 0.06 0.60 -3.55 -0.750
H 3.02 -3.56 3.55 0.502
H 2.13 -5.65 -0.99 0.294
H -3.01 2.75 5.02 0.493
C -2.66 1.39 -2.13 -0.166
H 4.15 3.59 3.37 0.257
H 0.93 4.45 -4.49 0.422
H 3.56 5.24 3.25 0.456
C 1.50 0.16 2.51 0.778
H 2.14 -1.49 3.65 0.786
H -1.80 2.95 -1.16 -0.166
C 0.40 -3.20 0.14 0.346
C 1.67 -1.18 2.73 -0.858
C 0.87 -5.68 0.79 -1.477
H -0.24 -4.54 -1.35 0.555
C 4.02 0.58 4.65 -1.098
H 3.38 4.56 -0.80 0.217
H -0.69 -4.29 -5.03 0.444
H 1.36 -0.86 -5.97 0.212
N -1.66 -2.30 2.61 0.036
H 1.11 5.61 -2.59 0.507
C -0.22 -0.69 -3.21 0.148
C -3.04 -0.76 -1.63 -1.222
C 1.17 -4.21 4.48 -1.096
H 1.14 -2.59 -6.16 0.341
C 2.13 -4.13 3.29 -1.178
H -2.61 4.81 1.82 0.642
H 3.01 -5.95 0.50 0.350
H -0.98 -1.59 2.80 -0.122
H 0.32 -4.85 4.25 0.291
H 4.59 1.39 4.18 0.264
C -3.70 -2.91 -0.47 0.155
C 1.98 3.76 3.30 -1.521
H 0.83 -6.20 1.75 0.517
C 2.29 2.88 -5.08 -1.067
H -1.36 -2.29 -6.01 0.536
C 1.68 2.38 2.80 0.992
S -3.75 0.92 -3.38 -0.185
H 0.13 3.02 -5.07 0.390
H 2.41 1.82 5.38 0.478
H -3.93 3.06 1.37 0.565
H 1.33 4.02 0.73 0.705
H 4.18 -0.32 4.05 0.268
C 0.97 3.36 -4.46 -1.091
H -3.55 -0.27 1.99 -0.222
C 1.17 2.07 1.50 0.351
N -2.26 2.66 -2.00 0.005
```

**ΔE to the lowest compared entry with this formula, charge and spin**: 1.9 kJ/mol
**2S+1**: 1
**F_max**: 1.18 eV/A
**DFT total energy**: -89431.49572 eV
**Charge**: +3

Entry 3:
This record from the Open Molecules 2025 dataset describes a molecular structure, C48H64CdClN3O2S2. The level of theory is ωB97M-V with the def2-TZVPD basis set.

The geometry in XYZ format:
```
121
Properties=species:S:1:pos:R:3:mulliken_charge:R:1
H 0.73 -1.02 -6.63 0.473
H 0.18 -4.08 -4.78 0.331
C -7.28 -1.33 0.16 2.229
C -1.05 1.37 -3.48 0.364
C 0.02 -4.22 -1.45 -0.449
H -0.59 2.70 1.10 -0.284
H -6.10 3.21 0.56 0.465
H -6.40 1.18 0.06 0.313
C -3.13 2.86 -1.14 -1.339
C -0.19 -4.62 -2.76 -0.583
H -9.22 -1.03 1.12 0.481
C 1.45 -1.79 -4.74 2.435
H -0.10 -6.99 -1.35 0.309
C -4.24 1.09 0.29 0.469
C 1.16 5.34 -4.85 -0.524
C 1.02 -2.10 -2.17 1.149
H 1.80 3.74 -1.91 0.148
C -4.78 -1.73 0.69 -0.852
H -2.59 2.74 1.64 -0.219
H -5.18 4.37 -0.43 0.468
C 1.34 3.95 -2.87 -0.468
C -8.19 -0.66 1.21 -1.540
C -4.84 -3.52 3.51 -0.245
H -7.16 -1.45 -2.00 0.371
C 1.73 5.06 -3.61 -0.766
H 2.04 -2.39 0.24 0.845
H -1.62 -5.39 -5.06 0.393
C -3.49 3.26 1.30 -1.579
H -2.52 -3.10 0.42 0.859
O 1.46 -0.93 -1.80 -1.293
Cl -3.91 0.74 3.61 -0.339
H -2.32 -5.69 -1.39 0.336
C 1.09 -0.82 1.83 -1.113
C -0.21 3.40 -4.63 1.000
H 2.95 -2.15 -6.27 0.480
H -7.80 0.08 -1.41 0.252
C -5.38 3.30 -0.27 -2.547
H 2.44 0.00 -5.37 0.513
H 0.81 -7.20 -2.85 0.349
H -8.82 -1.37 -1.38 0.448
H -8.20 0.42 1.09 0.269
H 0.53 3.27 -0.14 -0.119
C -1.07 -6.19 -4.56 -2.172
H -0.48 -1.00 -5.32 0.158
C -0.19 -7.11 -2.43 -1.827
C -3.17 0.28 0.56 -1.153
H -0.08 -2.51 -6.14 0.272
H 1.35 0.26 -3.99 0.313
H 2.69 0.40 -0.01 0.157
H -5.85 2.91 -1.17 0.399
C 0.33 -1.57 -5.77 -1.563
H 0.98 -1.27 2.83 0.339
H -0.27 4.71 -6.33 0.365
N 0.98 1.40 0.69 0.629
C -2.20 -2.06 0.47 -1.278
C -4.06 2.59 0.05 2.616
C 0.77 0.66 1.95 -1.079
H 2.47 2.01 -0.63 0.086
H 3.37 -2.82 -4.68 0.371
C 0.62 -3.02 -1.15 0.242
H -2.90 -5.01 -2.90 0.359
H -0.29 -4.86 -0.62 0.269
H -4.85 -2.76 0.35 0.469
H 3.03 1.81 1.05 0.305
C 2.37 1.40 0.26 -0.997
H -6.96 -3.13 1.34 0.276
H -1.88 -1.81 -0.55 -0.304
C -3.86 -3.01 2.71 -1.003
O -1.91 0.70 0.56 -0.297
N 0.26 -1.51 0.85 1.159
C -7.38 -2.84 0.37 -2.031
H 2.14 -0.94 1.55 0.670
H -6.84 -3.38 -0.41 0.313
H 1.02 3.32 1.58 0.382
N -0.13 1.98 -2.75 -0.007
Cd -0.33 0.16 -0.89 4.196
H 1.48 6.21 -5.41 0.355
C -4.69 -0.79 3.16 -0.169
H 2.17 -3.63 -5.69 0.270
C 0.98 -2.66 0.26 -1.762
H 2.50 5.71 -3.21 0.390
H -1.61 -7.13 -4.72 0.443
C 0.46 2.75 0.82 -0.295
H -6.13 -0.65 4.70 0.354
C -5.85 -0.81 0.33 -0.126
H -2.91 -6.77 -2.66 0.450
H -8.43 -3.15 0.34 0.471
C -1.03 -1.91 1.45 -1.864
C -5.57 0.50 0.24 -1.232
H -2.95 -3.57 2.51 -0.160
H -0.09 -6.29 -5.04 0.377
C -4.11 -1.66 2.11 1.251
H -3.24 4.31 1.10 0.454
C -5.64 -1.30 3.98 -0.227
H -3.03 3.94 -1.31 0.606
C -3.37 -1.18 0.88 1.485
C 0.35 3.11 -3.37 -0.852
H -4.21 3.22 2.12 0.409
C -0.94 -5.93 -3.06 2.321
C -7.80 -1.00 -1.24 -1.777
S -1.85 -0.06 -3.05 -0.423
C 2.07 -0.43 -4.43 -2.063
H 2.90 -0.51 -3.74 0.324
H -6.68 -3.11 4.62 0.216
C 0.91 -2.55 -3.51 -0.314
C 2.55 -2.65 -5.38 -1.913
H 1.39 1.10 2.75 0.578
C -2.35 -5.85 -2.46 -1.695
H -0.28 0.79 2.21 -0.026
H -4.77 -4.55 3.85 0.327
H -1.30 -1.14 2.18 0.552
H -0.87 -2.84 2.02 0.397
C 0.18 4.50 -5.36 -0.543
S -1.39 2.18 -5.01 -0.407
H -2.14 2.45 -0.96 -0.264
C 0.29 -3.78 -3.75 0.134
C -5.89 -2.70 4.00 -1.226
H -0.73 -8.05 -2.61 0.467
H -7.82 -0.89 2.21 0.207
H 0.86 -3.54 0.91 0.045
H -3.52 2.40 -2.05 0.328
```

**ΔE to the lowest compared entry with this formula, charge and spin**: 94.6 kJ/mol
**2S+1**: 1
**F_max**: 0.11 eV/A
**DFT total energy**: -98139.68967 eV
**Charge**: -2